# 1
7
Properties=species:S:1:pos:R:3:forces:R:3 method="wB97M-V/def2-TZVPD" spin_multiplicity=1 e_homo_ev=-11.631 homo_lumo_gap_ev=5.91 total_charge=+1 lumo_ev=-5.7
C 0.94052 -0.61812 0.18393 1.118 -0.376 -0.665
O 1.65701 -1.17285 1.12112 -0.115 0.418 -0.173
C 0.57235 -0.16681 -0.89882 -2.428 0.870 0.116
O -0.64893 0.46720 -1.25718 2.093 -0.815 1.043
Sr -2.34962 2.31620 -1.14357 1.391 -1.876 0.866
O -1.29769 0.54135 0.08837 -1.998 1.949 -1.090
H 1.12636 -1.36696 1.90614 -0.061 -0.171 -0.098


# 2
19
Properties=species:S:1:pos:R:3:forces:R:3 method="wB97M-V/def2-TZVPD" spin_multiplicity=1 e_homo_ev=-11.157 smiles=CCC.CC homo_lumo_gap_ev=12.33 total_charge=0 lumo_ev=1.2
H 0.61780 0.20345 -3.12815 0.061 -0.070 -0.091
C 0.35631 -0.81334 1.79356 -0.446 0.127 0.727
C -1.32102 0.40643 -2.27124 0.159 0.283 -0.327
H -0.59862 1.07010 2.36617 0.182 -0.173 0.286
C 1.67493 -0.25366 1.26933 0.033 -0.055 -0.301
H 2.49294 -0.51773 1.93565 0.160 0.055 -0.103
H 0.61144 -0.61710 -1.59404 -0.612 -0.257 0.099
H 0.61601 1.12010 -1.66030 -0.042 -0.110 0.053
H -1.73679 -0.35070 -2.93453 -0.221 -0.065 0.201
H 0.42471 -1.12142 2.84215 0.496 0.006 -0.027
C 0.18287 0.22866 -2.12925 0.630 0.722 -0.040
H 1.87957 -0.65780 0.27957 0.195 -0.171 0.027
H 0.13862 -1.75207 1.28203 -0.306 0.153 -0.228
C -0.82905 0.15474 1.81729 -0.093 0.211 -0.477
H -1.89023 0.48599 -1.34955 0.093 -0.393 0.198
H 1.68431 0.82385 1.10565 -0.178 0.124 0.379
H -1.46550 1.37597 -2.75706 -0.114 -0.114 -0.140
H -1.14783 0.53117 0.84451 0.077 -0.307 -0.249
H -1.69048 -0.31664 2.28822 -0.074 0.035 0.014


# 3
21
Properties=species:S:1:pos:R:3:forces:R:3 method="wB97M-V/def2-TZVPD" spin_multiplicity=1 e_homo_ev=-9.015 smiles="CC(=O)N(C)C(C)C" homo_lumo_gap_ev=9.88 total_charge=0 lumo_ev=0.9
C -0.34310 0.94095 -0.64359 2.401 0.020 -0.657
C 0.05373 2.40876 -0.40061 -1.214 -0.623 1.464
H 1.33659 0.79829 -1.94910 0.140 -0.284 0.033
C -0.38082 -1.17086 0.70545 0.769 1.179 -0.658
H 2.29208 -0.52102 0.45824 0.132 -0.642 0.266
H -0.43077 2.77092 0.50776 -0.318 0.030 0.073
H -1.81071 -2.07107 -0.67964 0.430 -0.042 -0.047
H -2.41050 -0.58169 -0.03612 0.255 0.304 0.088
H -2.27045 -1.96878 0.99081 0.031 -0.096 -0.062
H 1.43527 0.05451 1.97056 0.617 -0.359 0.374
H 0.13180 -0.47338 -2.27286 -0.066 -0.043 -0.129
N 0.24249 -0.00087 0.33262 -0.994 -0.297 0.305
C -1.76441 -1.42054 0.19360 -1.149 -0.828 0.467
C 1.57044 0.14341 0.90617 -0.516 1.125 -0.635
H 1.09658 2.51152 -0.12933 0.260 0.311 -0.968
O 0.21848 -1.95396 1.41932 -0.403 -0.497 0.149
H -0.35428 2.99908 -1.21517 0.614 0.234 -0.162
H -1.40664 0.84918 -0.59471 -0.446 -0.018 -0.216
C 0.27166 0.57313 -2.01949 -0.314 0.485 0.379
H -0.08450 1.23820 -2.80278 -0.315 -0.158 -0.200
H 1.93079 1.13816 0.68243 0.085 0.199 0.135


# 4
80
Properties=species:S:1:pos:R:3:forces:R:3 method="wB97M-V/def2-TZVPD" spin_multiplicity=2 e_homo_ev="-10.501 / -10.501" homo_lumo_gap_ev="7.54 / 2.42" total_charge=+1 lumo_ev="-3.0 / -8.1" s2=0.75
H -18.63258 -35.41745 5.43444 -0.232 0.075 0.361
H -26.45068 -34.09034 0.62018 0.315 0.345 -0.057
H -22.81395 -37.87332 0.65692 0.000 0.422 -0.249
C -16.72239 -31.44755 -1.99030 0.727 1.468 -2.636
H -24.67149 -36.98801 -4.21213 -0.010 -0.125 0.081
H -21.52251 -33.06694 0.32985 0.004 1.016 -0.223
H -17.85298 -37.88260 1.68787 0.208 0.314 0.609
H -16.97411 -31.75993 0.80089 -0.245 0.104 0.337
O -22.98590 -35.76728 -1.01781 -0.481 -1.400 -0.630
H -24.78115 -32.85634 2.67871 0.559 0.477 0.405
C -19.13905 -34.68606 4.80464 0.658 -1.073 -0.418
O -23.42763 -29.92658 2.39700 2.373 -2.573 -0.892
O -23.86922 -30.17304 -0.59628 0.085 -0.435 0.253
F -20.37022 -30.95026 -1.88111 -0.167 0.062 -0.631
H -15.38040 -29.73352 -2.19563 -0.307 -0.335 -0.098
H -16.85315 -29.47533 -1.21554 0.139 0.123 0.222
H -27.61905 -31.75603 4.52384 0.112 -0.062 0.029
H -19.96354 -33.98233 -5.01247 -0.328 0.535 -0.519
C -22.56643 -38.01004 -0.39577 0.073 -1.230 -0.364
H -19.95769 -35.94017 -4.30234 0.201 -0.290 0.276
H -20.06771 -34.33399 5.25379 -0.012 -0.278 -0.227
C -23.99047 -36.45952 -3.54502 -0.605 0.327 -0.966
H -21.14423 -33.04958 -4.01674 0.006 -0.276 0.089
N -22.03375 -31.50526 0.47395 -0.799 -0.059 4.789
S -22.46818 -30.23767 -0.27209 0.188 4.472 -4.863
C -17.87138 -31.80905 0.18396 0.294 0.298 -0.816
F -20.91148 -30.07217 4.07519 -0.554 0.643 0.686
C -19.75945 -34.40885 -3.01055 -0.351 1.536 0.836
H -23.56797 -38.33399 -2.76567 -0.008 0.083 0.340
N -25.62217 -33.37226 2.46282 -3.165 -0.740 0.108
C -21.61135 -30.51432 -2.04562 -2.103 0.762 1.074
H -18.46178 -33.83344 4.75526 -0.064 0.028 -0.400
C -16.07117 -30.18566 -1.48395 -0.036 -0.556 0.734
O -19.54897 -34.00856 -1.84989 -0.033 -0.878 -0.595
C -19.36471 -36.75990 -2.36172 -0.680 -0.246 -0.906
O -21.84523 -28.99381 0.16144 -0.248 -1.331 0.060
N -21.24715 -34.03868 0.33306 -0.090 -0.547 -0.601
H -18.33036 -37.04993 -2.54634 -0.120 -0.189 0.284
N -17.47130 -32.17571 -1.17516 -0.544 -0.969 0.978
H -22.00140 -34.55746 -0.09364 -0.746 -0.798 0.333
H -24.55181 -35.59752 -3.18454 0.385 -0.027 0.245
H -24.63314 -34.27443 0.81559 -0.205 0.827 -0.208
H -18.58876 -32.51487 0.60262 0.219 -0.201 -0.190
C -20.11661 -33.40291 -4.10201 0.419 -1.212 -0.297
H -26.15349 -32.58724 5.09482 -0.261 -0.477 0.014
O -27.88095 -33.56758 2.78157 -1.071 -0.738 -0.097
H -17.89324 -32.98043 -1.61617 -0.205 0.135 0.151
H -19.47298 -32.52396 -4.13784 0.223 -0.250 0.375
H -19.58795 -37.90255 1.88069 -0.099 -0.061 -0.489
N -18.74040 -36.50569 3.11352 0.870 0.635 1.198
N -19.74185 -35.71487 -3.34175 0.021 0.349 1.092
H -21.48543 -38.01136 -0.53554 0.110 0.029 0.290
H -25.98523 -31.32421 3.96684 -0.138 -0.028 -0.629
S -22.53764 -31.09620 2.14600 0.285 2.638 -0.735
F -20.15551 -31.84865 3.24647 0.528 -1.720 -0.068
H -23.15641 -36.15065 -4.17513 0.124 0.277 0.222
O -16.59285 -31.71790 -3.19184 -0.232 -0.608 0.685
F -19.97122 -30.02731 2.15829 -0.048 0.148 -0.510
H -20.96667 -34.29613 1.26855 0.045 -0.630 0.565
H -20.50040 -34.21204 -0.32451 0.937 0.349 -0.429
F -21.67564 -29.36334 -2.74763 0.759 -0.664 0.906
C -20.72867 -30.72698 2.96008 -1.666 0.628 -0.659
H -18.77276 -36.57201 0.99491 -0.166 0.128 0.162
H -20.05753 -37.59151 -2.49027 0.323 -0.341 -0.508
H -18.37753 -30.84491 0.13543 0.091 0.116 0.356
H -15.51627 -30.50901 -0.60325 0.108 0.578 0.333
H -19.54468 -36.54082 -1.30923 0.309 0.980 -0.276
C -25.61083 -34.24829 1.29678 0.380 -1.288 0.192
H -18.16646 -36.85408 3.86805 -0.028 -0.146 -0.240
F -22.37785 -31.36768 -2.76611 0.827 -0.423 0.418
C -23.08923 -36.98315 -1.33360 0.347 2.589 1.100
H -22.90578 -39.00427 -0.68636 -0.008 -0.119 0.069
C -19.35649 -35.31924 3.41223 0.489 -0.106 0.332
C -18.72039 -37.24329 1.85208 -0.910 0.179 0.090
O -20.05303 -34.73515 2.60855 -0.536 0.190 -0.669
H -25.65921 -35.27723 1.65321 -0.431 -0.164 0.154
C -26.77357 -33.14147 3.13454 4.790 1.126 -1.585
N -23.58554 -37.35818 -2.50568 -0.023 -0.821 -0.126
C -26.64720 -32.15023 4.22685 -0.607 0.910 1.544
O -23.03242 -32.31027 2.72607 0.032 -1.486 0.430


Result set for calculated total energy: -9055.122 -5411.739 -9970.377 -85086.805 eV, one per record in the order listed.
Result set for F_max: 3.00 0.96 2.49 6.61 eV/A, one per record in the order listed.
Result set for energy above the lowest of the compared OMol25 structures with the same formula, charge and spin: 0.0 29.9 76.9 0.0 kJ/mol, one per record in the order listed.